# 1
Entry from OMol25: C39H38N8O4SSc as an isolated structure in a non-equilibrium geometry (ωB97M-V/def2-TZVPD).

Element x y z (Å)
Sc 0.29 0.96 0.02
C 6.14 5.31 -0.76
C 5.15 4.18 -0.55
C 5.54 2.96 0.00
C 4.63 1.95 0.23
C 3.27 2.07 -0.10
N 2.34 1.04 0.11
C 2.81 -0.16 0.69
C 3.70 -1.01 0.03
C 4.15 -2.18 0.62
C 3.72 -2.57 1.89
C 4.16 -3.87 2.51
C 2.83 -1.73 2.55
C 2.39 -0.55 1.96
N 1.53 0.29 2.75
C 1.65 0.56 4.06
C 0.65 1.44 4.41
C -0.05 1.66 3.23
N 0.48 0.97 2.22
C 2.88 3.31 -0.62
C 3.81 4.34 -0.82
N 1.51 3.62 -0.92
C 1.09 4.55 -1.80
C -0.25 4.80 -1.57
C -0.58 3.95 -0.52
N 0.47 3.22 -0.12
H 7.14 4.92 -0.93
H 6.18 5.96 0.12
H 5.86 5.93 -1.61
H 6.58 2.81 0.27
H 4.97 1.03 0.68
H 4.04 -0.73 -0.96
H 4.84 -2.82 0.08
H 5.07 -4.24 2.05
H 3.39 -4.64 2.38
H 4.33 -3.76 3.59
H 2.45 -2.01 3.53
H 2.46 0.14 4.64
H 0.46 1.86 5.39
H -0.90 2.31 3.06
H 3.46 5.30 -1.18
H 1.76 4.98 -2.53
H -0.89 5.48 -2.10
H -1.53 3.83 -0.03
N -0.08 1.14 -2.26
C -1.43 1.50 -2.60
C -1.83 1.80 -3.87
C -3.18 2.12 -4.16
C -4.11 2.12 -3.17
C -3.73 1.82 -1.84
C -4.64 1.85 -0.76
C -4.20 1.58 0.51
C -2.84 1.29 0.70
N -1.96 1.28 -0.28
C -2.38 1.52 -1.56
H -0.06 0.07 -2.31
H 0.55 1.44 -2.99
H -1.10 1.80 -4.68
H -3.46 2.34 -5.18
H -5.15 2.35 -3.38
H -5.68 2.09 -0.94
H -4.87 1.58 1.36
H -2.47 1.06 1.69
C -6.19 -3.07 -1.91
C -5.10 -3.39 -0.91
C -4.58 -4.68 -0.81
C -3.58 -4.97 0.09
C -3.09 -3.96 0.90
C -3.59 -2.67 0.83
C -4.60 -2.40 -0.08
S -1.86 -4.36 2.09
O -1.44 -5.70 1.81
O -2.33 -3.98 3.39
N -0.64 -3.29 1.76
C 0.39 -3.69 0.76
C -0.04 -3.37 -0.67
C -0.07 -1.90 -1.01
O -0.18 -1.59 -2.20
O 0.03 -1.02 -0.05
H -6.64 -3.97 -2.32
H -5.78 -2.49 -2.75
H -6.97 -2.46 -1.46
H -4.97 -5.47 -1.45
H -3.17 -5.97 0.18
H -3.19 -1.89 1.48
H -5.01 -1.40 -0.14
H -0.26 -3.03 2.67
H 0.60 -4.75 0.85
H 1.29 -3.14 0.98
H -1.03 -3.79 -0.88
H 0.64 -3.83 -1.39

Summary:
- Gap between HOMO and LUMO: 6.79 eV
- Net charge: +1
- E_HOMO: -0.367 Eh

These are the Mulliken partial charges, in e, on atoms 1 to 8: Sc -1.39; C -1.59; C 0.15; C -1.36; C -0.79; C 1.18; N 0.46; C -0.43

# 2
Entry from OMol25: C39H38NO4PSSiTi as an isolated structure (ωB97M-V/def2-TZVPD).

Element x y z (Å)
Ti 0.29 -0.92 0.65
C 1.52 -1.85 4.16
C 0.33 -1.87 3.44
C 0.07 -2.90 2.53
C 1.02 -3.91 2.35
C 2.20 -3.89 3.06
C 2.45 -2.86 3.97
H 1.70 -1.08 4.89
H -0.43 -1.12 3.66
H -0.92 -3.01 2.09
H 0.81 -4.72 1.67
H 2.92 -4.68 2.93
H 3.36 -2.87 4.55
C 2.63 1.36 3.63
Si 2.68 0.96 1.81
C 3.51 -0.64 1.34
C 3.53 2.33 0.89
N 0.91 0.68 1.36
C -0.09 1.65 1.58
C 0.12 3.00 1.81
C -0.96 3.85 2.00
C -2.26 3.37 1.96
C -2.50 2.01 1.74
C -1.41 1.20 1.57
O -1.50 -0.21 1.38
C -2.81 -0.81 1.42
C -3.64 -0.65 0.34
C -4.89 -1.25 0.40
C -5.27 -1.97 1.53
C -4.41 -2.09 2.61
C -3.16 -1.49 2.57
H 3.47 0.88 4.14
H 1.72 1.06 4.13
H 2.75 2.44 3.78
H 4.54 -0.58 1.70
H 3.56 -0.76 0.26
H 3.08 -1.55 1.77
H 4.44 2.52 1.47
H 3.00 3.28 0.81
H 3.84 2.03 -0.11
H 1.13 3.40 1.85
H -0.79 4.90 2.18
H -3.10 4.03 2.11
H -3.51 1.62 1.73
H -3.33 -0.08 -0.52
H -5.57 -1.15 -0.43
H -6.25 -2.43 1.57
H -4.71 -2.63 3.49
H -2.49 -1.56 3.42
O 1.41 -2.17 -0.24
S 0.29 -2.94 -0.99
O 0.33 -4.34 -0.83
O -0.91 -2.22 -0.42
C 0.47 -2.45 -2.65
C 0.61 -3.44 -3.61
C 0.71 -3.05 -4.94
C 0.65 -1.71 -5.28
C 0.50 -0.74 -4.30
C 0.42 -1.09 -2.96
P 0.15 0.22 -1.71
C 1.43 1.45 -2.03
C 2.58 1.12 -2.73
C 3.53 2.09 -3.01
C 3.32 3.40 -2.61
C 2.19 3.73 -1.88
C 1.26 2.76 -1.57
C -1.49 0.82 -2.22
C -2.35 -0.11 -2.81
C -3.62 0.27 -3.21
C -4.06 1.57 -3.02
C -3.21 2.50 -2.43
C -1.93 2.13 -2.03
H 0.64 -4.48 -3.32
H 0.83 -3.80 -5.71
H 0.72 -1.41 -6.32
H 0.45 0.31 -4.59
H 2.76 0.11 -3.08
H 4.43 1.83 -3.56
H 4.05 4.17 -2.86
H 2.04 4.75 -1.54
H 0.42 3.02 -0.95
H -2.04 -1.13 -2.96
H -4.27 -0.46 -3.68
H -5.05 1.87 -3.33
H -3.53 3.52 -2.28
H -1.30 2.89 -1.59

Summary:
- Gap between HOMO and LUMO: 7.29 eV
- Net charge: +2
- E_HOMO: -0.519 Eh

These are the Mulliken partial charges, in e, on atoms 1 to 8: Ti -0.26; C -0.73; C 0.19; C -0.20; C -0.50; C -0.63; C -0.81; H 0.67

# 3
Entry from OMol25: C39H39CoN3P2Se as an isolated structure in a non-equilibrium geometry (ωB97M-V/def2-TZVPD).

Element x y z (Å)
Co -0.35 -0.29 0.96
C 2.76 1.55 0.71
N 1.77 1.24 -0.36
P 0.16 1.88 0.02
C 0.58 3.61 0.43
C -0.14 4.25 1.43
C 0.14 5.57 1.76
C 1.15 6.25 1.08
C 1.87 5.61 0.09
C 1.60 4.29 -0.23
C -0.71 2.13 -1.58
C -1.85 1.35 -1.75
C -2.69 1.53 -2.84
C -2.38 2.50 -3.78
C -1.24 3.27 -3.63
C -0.41 3.10 -2.54
P 1.43 -0.48 -0.50
C 1.06 -0.63 -2.29
C 1.75 0.12 -3.24
C 1.45 -0.02 -4.58
C 0.47 -0.91 -4.99
C -0.21 -1.68 -4.05
C 0.09 -1.54 -2.71
C 3.04 -1.33 -0.58
C 2.99 -2.70 -0.35
C 4.13 -3.48 -0.51
C 5.32 -2.88 -0.89
C 5.38 -1.51 -1.11
C 4.24 -0.73 -0.96
H 3.56 2.16 0.29
H 3.20 0.64 1.12
H 2.31 2.09 1.53
H -0.92 3.71 1.96
H -0.42 6.06 2.54
H 1.36 7.28 1.34
H 2.66 6.14 -0.43
H 2.19 3.78 -0.99
H -2.07 0.60 -1.00
H -3.57 0.91 -2.96
H -3.04 2.66 -4.62
H -1.00 4.03 -4.37
H 0.48 3.71 -2.44
H 2.51 0.82 -2.92
H 1.97 0.58 -5.31
H 0.24 -1.01 -6.04
H -0.97 -2.37 -4.37
H -0.44 -2.13 -1.96
H 2.05 -3.15 -0.04
H 4.08 -4.54 -0.33
H 6.21 -3.49 -1.01
H 6.31 -1.05 -1.40
H 4.29 0.33 -1.14
Se 0.30 0.65 3.09
C 1.35 -0.34 4.34
C 1.20 -1.70 4.57
C 2.00 -2.31 5.53
N 2.91 -1.67 6.25
C 3.04 -0.36 6.04
C 2.30 0.34 5.10
H 0.46 -2.28 4.03
H 1.90 -3.37 5.72
H 3.78 0.15 6.64
H 2.45 1.40 4.96
C -6.08 -0.66 -0.78
N -5.20 -1.63 -0.16
C -4.80 -2.63 -1.14
C -4.05 -0.97 0.45
C -3.13 -1.90 1.21
C -3.71 -2.97 1.91
C -2.92 -3.90 2.56
C -1.54 -3.79 2.50
C -0.98 -2.70 1.85
C -1.75 -1.71 1.22
H -6.96 -1.17 -1.16
H -5.59 -0.12 -1.62
H -6.39 0.09 -0.05
H -5.69 -3.13 -1.52
H -4.17 -3.38 -0.66
H -4.25 -2.19 -1.98
H -4.45 -0.22 1.15
H -3.48 -0.42 -0.31
H -4.79 -3.05 1.91
H -3.37 -4.73 3.09
H -0.91 -4.53 2.98
H 0.11 -2.64 1.82

Summary:
- Gap between HOMO and LUMO (alpha / beta): 7.23 / 7.13 eV
- Multiplicity: 4
- E_HOMO (alpha / beta): -0.269 / -0.276 Eh

These are the Mulliken partial charges, in e, on atoms 1 to 8: Co -0.56; C -1.54; N 0.64; P 0.28; C 1.29; C -0.62; C -0.65; C -0.52

# 4
Entry from OMol25: C39H39FN7O6Ru as an isolated structure (ωB97M-V/def2-TZVPD).

Element x y z (Å)
Ru 0.89 0.96 -0.19
C -6.68 0.18 1.46
C -6.08 0.01 0.08
N -4.60 -0.15 0.13
C -3.84 0.91 -0.13
C -2.46 0.90 -0.09
C -1.80 2.18 -0.46
O -2.39 3.22 -0.54
O -0.48 2.11 -0.78
C -1.80 -0.26 0.29
O -0.51 -0.35 0.42
C -2.60 -1.41 0.58
C -2.01 -2.64 0.93
C -2.78 -3.73 1.18
F -2.16 -4.86 1.56
C -4.20 -3.71 1.09
C -4.77 -2.49 0.74
C -4.00 -1.35 0.49
N -5.01 -4.83 1.31
C -6.29 -4.69 2.00
C -7.37 -5.46 1.25
N -6.73 -6.65 0.56
C -5.62 -7.20 1.41
C -4.47 -6.19 1.43
H -7.76 0.31 1.37
H -6.28 1.07 1.95
H -6.48 -0.67 2.10
H -6.27 0.88 -0.54
H -6.49 -0.84 -0.46
H -4.35 1.83 -0.41
H -0.94 -2.72 1.02
H -5.84 -2.43 0.63
H -6.59 -3.64 2.06
H -6.20 -5.04 3.03
H -7.87 -4.88 0.48
H -8.12 -5.86 1.93
H -6.34 -6.35 -0.33
H -7.43 -7.36 0.36
H -5.30 -8.15 1.00
H -6.05 -7.37 2.40
H -3.80 -6.38 0.59
H -3.90 -6.35 2.35
C 2.89 -2.49 1.22
C 2.86 -1.01 1.07
O 2.22 -0.50 0.10
N 3.50 -0.25 1.93
C 3.62 1.20 1.81
C 2.47 1.94 2.45
C 2.68 2.77 3.53
C 1.61 3.45 4.09
C 0.34 3.26 3.56
C 0.21 2.41 2.48
N 1.24 1.76 1.94
H 2.89 -2.94 0.23
H 1.97 -2.80 1.73
H 3.75 -2.83 1.79
H 3.98 -0.71 2.69
H 3.70 1.45 0.75
H 4.56 1.50 2.27
H 3.68 2.90 3.93
H 1.76 4.12 4.92
H -0.52 3.77 3.95
H -0.76 2.25 2.03
O 1.57 4.05 -0.05
C 2.30 3.48 -0.82
N 3.34 3.92 -1.54
C 4.06 2.90 -2.31
C 3.21 1.67 -2.00
O 3.33 0.55 -2.39
N 2.21 2.05 -1.07
C 5.45 2.62 -1.72
C 5.87 3.22 -0.54
C 7.14 2.94 -0.03
C 7.97 2.05 -0.70
C 7.54 1.45 -1.87
C 6.29 1.73 -2.39
C 4.09 3.27 -3.78
C 3.25 2.69 -4.72
C 3.29 3.12 -6.04
C 4.15 4.13 -6.42
C 4.99 4.71 -5.49
C 4.97 4.28 -4.17
H 3.55 4.90 -1.60
H 5.24 3.92 -0.02
H 7.48 3.43 0.87
H 8.96 1.84 -0.31
H 8.20 0.77 -2.40
H 5.97 1.28 -3.32
H 2.58 1.89 -4.44
H 2.63 2.66 -6.77
H 4.17 4.46 -7.45
H 5.68 5.50 -5.78
H 5.65 4.72 -3.45

Summary:
- Gap between HOMO and LUMO (alpha / beta): 6.58 / 4.52 eV
- Multiplicity: 5
- Net charge: +3
- E_HOMO (alpha / beta): -0.523 / -0.523 Eh

These are the Mulliken partial charges, in e, on atoms 1 to 8: Ru 1.25; C -0.96; C -0.95; N 0.12; C -0.18; C -0.09; C -0.28; O -0.54

Copy entry 3 word for word.
Entry from OMol25: C39H39CoN3P2Se as an isolated structure in a non-equilibrium geometry (ωB97M-V/def2-TZVPD).

Element x y z (Å)
Co -0.35 -0.29 0.96
C 2.76 1.55 0.71
N 1.77 1.24 -0.36
P 0.16 1.88 0.02
C 0.58 3.61 0.43
C -0.14 4.25 1.43
C 0.14 5.57 1.76
C 1.15 6.25 1.08
C 1.87 5.61 0.09
C 1.60 4.29 -0.23
C -0.71 2.13 -1.58
C -1.85 1.35 -1.75
C -2.69 1.53 -2.84
C -2.38 2.50 -3.78
C -1.24 3.27 -3.63
C -0.41 3.10 -2.54
P 1.43 -0.48 -0.50
C 1.06 -0.63 -2.29
C 1.75 0.12 -3.24
C 1.45 -0.02 -4.58
C 0.47 -0.91 -4.99
C -0.21 -1.68 -4.05
C 0.09 -1.54 -2.71
C 3.04 -1.33 -0.58
C 2.99 -2.70 -0.35
C 4.13 -3.48 -0.51
C 5.32 -2.88 -0.89
C 5.38 -1.51 -1.11
C 4.24 -0.73 -0.96
H 3.56 2.16 0.29
H 3.20 0.64 1.12
H 2.31 2.09 1.53
H -0.92 3.71 1.96
H -0.42 6.06 2.54
H 1.36 7.28 1.34
H 2.66 6.14 -0.43
H 2.19 3.78 -0.99
H -2.07 0.60 -1.00
H -3.57 0.91 -2.96
H -3.04 2.66 -4.62
H -1.00 4.03 -4.37
H 0.48 3.71 -2.44
H 2.51 0.82 -2.92
H 1.97 0.58 -5.31
H 0.24 -1.01 -6.04
H -0.97 -2.37 -4.37
H -0.44 -2.13 -1.96
H 2.05 -3.15 -0.04
H 4.08 -4.54 -0.33
H 6.21 -3.49 -1.01
H 6.31 -1.05 -1.40
H 4.29 0.33 -1.14
Se 0.30 0.65 3.09
C 1.35 -0.34 4.34
C 1.20 -1.70 4.57
C 2.00 -2.31 5.53
N 2.91 -1.67 6.25
C 3.04 -0.36 6.04
C 2.30 0.34 5.10
H 0.46 -2.28 4.03
H 1.90 -3.37 5.72
H 3.78 0.15 6.64
H 2.45 1.40 4.96
C -6.08 -0.66 -0.78
N -5.20 -1.63 -0.16
C -4.80 -2.63 -1.14
C -4.05 -0.97 0.45
C -3.13 -1.90 1.21
C -3.71 -2.97 1.91
C -2.92 -3.90 2.56
C -1.54 -3.79 2.50
C -0.98 -2.70 1.85
C -1.75 -1.71 1.22
H -6.96 -1.17 -1.16
H -5.59 -0.12 -1.62
H -6.39 0.09 -0.05
H -5.69 -3.13 -1.52
H -4.17 -3.38 -0.66
H -4.25 -2.19 -1.98
H -4.45 -0.22 1.15
H -3.48 -0.42 -0.31
H -4.79 -3.05 1.91
H -3.37 -4.73 3.09
H -0.91 -4.53 2.98
H 0.11 -2.64 1.82

Summary:
- Gap between HOMO and LUMO (alpha / beta): 7.23 / 7.13 eV
- Multiplicity: 4
- E_HOMO (alpha / beta): -0.269 / -0.276 Eh

These are the Mulliken partial charges, in e, on atoms 1 to 8: Co -0.56; C -1.54; N 0.64; P 0.28; C 1.29; C -0.62; C -0.65; C -0.52